Record 1
{
  "formula": "C4H8O3",
  "method": "wB97M-V/def2-TZVPD",
  "species": ["C", "C", "O", "C", "O", "C", "O", "H", "H", "H", "H", "H", "H", "H", "H"],
  "coordinates": [[-2.46308, 0.05323, 0.29251], [-1.29542, -0.63540, -0.38083], [-0.18208, 0.28116, -0.37751], [1.01925, -0.20432, -0.07167], [1.27035, -1.36164, 0.18510], [2.07964, 0.87744, -0.05760], [3.32520, 0.34397, 0.27616], [-2.23578, 0.26490, 1.34177], [-2.69482, 0.99546, -0.21245], [-3.34903, -0.58707, 0.25081], [-1.51448, -0.86993, -1.42714], [-0.99918, -1.55471, 0.12865], [2.10193, 1.35434, -1.04694], [1.76566, 1.64403, 0.66474], [3.17183, -0.60144, 0.43439]],
  "total_charge": 0,
  "fmax_ev_per_a": 0.47,
  "e_tot_ev": -10420.2425,
  "smiles": "CCOC(=O)CO",
  "e_homo_ev": -10.55,
  "lumo_energy_ev": 0.8200,
  "de_lowest_kcal_mol": 17.55
}



Record 2
{
  "formula": "C27H38O7S",
  "method": "wB97M-V/def2-TZVPD",
  "species": ["C", "O", "C", "C", "C", "C", "C", "C", "C", "C", "C", "C", "C", "O", "S", "O", "O", "O", "C", "C", "C", "C", "C", "C", "C", "C", "C", "H", "H", "H", "H", "H", "H", "H", "H", "H", "H", "H", "H", "H", "H", "H", "H", "H", "H", "H", "H", "H", "H", "H", "H", "H", "H", "H", "H", "H", "H", "H", "H", "H", "H", "C", "C", "C", "O", "C", "C", "C", "O", "H", "H", "H", "H"],
  "coordinates": [[3.29897, 3.63455, -1.18822], [3.79586, 2.61676, -0.34947], [4.19361, 1.45564, -1.06087], [3.68913, 0.22639, -0.32144], [4.52014, -1.02321, -0.59678], [4.27156, -1.69632, -1.94937], [2.79911, -1.99869, -2.27669], [2.41855, -1.53621, -3.67941], [0.92223, -1.73894, -3.98076], [0.19892, -0.43595, -4.23852], [-1.30175, -0.61118, -4.48484], [-2.05142, 0.72742, -4.35867], [-2.67762, 1.02041, -3.01579], [-3.05962, 2.45289, -3.06952], [-2.89809, 3.15870, -1.65724], [-4.16403, 3.63243, -1.23270], [-1.77951, 4.02863, -1.63522], [-2.54585, 1.81832, -0.86048], [-1.79477, 1.01192, -1.77282], [-1.34196, -0.35268, -1.23948], [-1.31885, -0.52154, 0.25875], [-0.94984, 0.52269, 1.10664], [-0.86127, 0.36267, 2.48652], [-1.14367, -0.89069, 3.03098], [-1.52155, -1.94808, 2.21586], [-1.61170, -1.78074, 0.82778], [-2.01670, -2.98542, 0.00830], [4.05400, 3.95610, -1.91169], [3.04573, 4.48920, -0.57349], [2.41636, 3.30622, -1.73924], [3.79933, 1.47057, -2.07814], [5.28349, 1.43478, -1.12637], [2.63743, 0.10015, -0.56858], [3.73360, 0.44482, 0.74239], [4.41669, -1.74133, 0.21163], [5.56649, -0.71501, -0.58198], [4.72935, -1.13173, -2.75861], [4.80168, -2.64781, -1.93342], [2.63335, -3.06995, -2.19058], [2.11867, -1.52501, -1.56944], [3.01604, -2.10660, -4.39002], [2.71338, -0.49747, -3.82163], [0.47446, -2.25608, -3.13300], [0.82284, -2.37788, -4.85558], [0.34810, 0.26282, -3.41551], [0.61546, 0.06260, -5.11281], [-1.43498, -0.95322, -5.50807], [-1.73419, -1.38099, -3.85140], [-2.87095, 0.71275, -5.07412], [-1.41072, 1.55193, -4.65301], [-3.62717, 0.52988, -2.80960], [-0.89358, 1.55030, -2.08118], [-0.32230, -0.49259, -1.58868], [-1.92029, -1.12797, -1.72098], [-0.71924, 1.48756, 0.68374], [-0.58061, 1.18511, 3.12304], [-1.05495, -1.03539, 4.09909], [-1.72529, -2.91193, 2.65506], [-2.71453, -2.71106, -0.77619], [-2.55639, -3.67771, 0.64440], [-1.15439, -3.48428, -0.42323], [-2.23736, 0.19122, 8.99933], [-1.25598, 0.71508, 8.27007], [-1.40655, 0.91094, 6.80642], [-0.51250, 1.38389, 6.13779], [-2.69205, 0.50196, 6.18909], [-3.67368, -0.02327, 6.91679], [-3.52449, -0.21924, 8.38118], [-4.41729, -0.69576, 9.04707], [-2.15022, 0.03845, 10.06744], [-0.31054, 1.02057, 8.69979], [-2.77815, 0.65542, 5.12028], [-4.61799, -0.32987, 6.48546]],
  "total_charge": 0,
  "fmax_ev_per_a": 1.21,
  "e_tot_ev": -53781.0088,
  "e_homo_ev": -9.12,
  "lumo_energy_ev": -1.4891
}



Record 3
{
  "formula": "C23H28FeO7",
  "method": "wB97M-V/def2-TZVPD",
  "species": ["C", "C", "O", "C", "C", "C", "C", "C", "C", "C", "C", "C", "O", "O", "C", "C", "O", "H", "H", "H", "H", "H", "H", "H", "H", "H", "H", "H", "H", "H", "H", "H", "H", "H", "H", "H", "H", "H", "O", "C", "Fe", "C", "O", "C", "O", "C", "C", "C", "C", "C", "C", "C", "H", "H", "H", "H", "H", "H", "H"],
  "coordinates": [[3.14814, -3.00652, 2.24227], [1.65245, -2.91189, 2.31712], [1.37393, -1.53633, 1.97159], [0.05919, -1.26317, 2.02264], [-0.35670, 0.11372, 1.83184], [-1.81252, 0.40535, 1.85892], [-2.59467, -0.51418, 0.91916], [-4.09095, -0.25689, 0.98752], [-4.60514, -0.36365, 2.42568], [-3.81833, 0.51257, 3.40612], [-2.32219, 0.25777, 3.29811], [0.51467, 1.25787, 1.96570], [0.06655, 2.41042, 1.93757], [1.82965, 1.01239, 2.07560], [2.63036, 2.21478, 2.09191], [4.03860, 1.71386, 2.04496], [-0.74557, -2.17814, 2.23680], [3.48279, -3.98936, 2.56974], [3.49564, -2.84733, 1.21637], [3.61511, -2.24951, 2.88002], [1.16230, -3.59197, 1.60375], [1.28721, -3.11944, 3.33447], [-1.92512, 1.44650, 1.54072], [-2.20541, -0.39037, -0.09971], [-2.36790, -1.53562, 1.24229], [-4.28643, 0.75076, 0.59831], [-4.61033, -0.97368, 0.34232], [-5.66845, -0.10374, 2.46390], [-4.51631, -1.41019, 2.74884], [-4.00706, 1.57335, 3.18882], [-4.13910, 0.31903, 4.43624], [-2.08003, -0.76758, 3.60039], [-1.75117, 0.94332, 3.93404], [2.39754, 2.83254, 1.21487], [2.42150, 2.78796, 3.00610], [4.73705, 2.52383, 2.22679], [4.19955, 0.93430, 2.79129], [4.26294, 1.28591, 1.06494], [1.38491, 3.17816, -5.88442], [1.33016, 2.63469, -4.85567], [0.96334, 1.71733, -3.38472], [-0.74094, 1.88921, -3.84143], [-1.79473, 2.04430, -4.30097], [1.01530, 0.22473, -4.36077], [0.84080, -0.48882, -5.25779], [0.48061, 0.87705, -1.58398], [1.70747, 0.19693, -1.28992], [2.87273, 0.58151, -1.87480], [2.89408, 1.71593, -2.75792], [2.40820, 2.99166, -2.36562], [1.36758, 3.20520, -1.46508], [0.33721, 2.27173, -1.36624], [-0.44567, 0.28351, -1.61768], [1.63255, -0.70303, -0.67419], [3.77793, -0.02704, -1.78926], [3.61180, 1.70076, -3.59131], [2.91695, 3.85677, -2.80197], [1.21504, 4.20371, -1.03781], [-0.65561, 2.60746, -1.05114]],
  "total_charge": 0,
  "spin_multiplicity": 5,
  "fmax_ev_per_a": 4.78,
  "e_tot_ev": -73019.2887,
  "s2": 6.13,
  "e_homo_ev": [-6.33, -8.43],
  "lumo_energy_ev": [0.1087, -2.1020]
}